No. 1
C7H12N4 | ωB97M-V/def2-TZVPD

LUMO energy (eV): 0.805
Energy relative to the best compared isomer or geometry (same formula, charge and spin) (kJ/mol): 264.3
Total energy (Eh): -492.82582
Structure (SMILES): C[C@H]1Cc2cnnn2N(C)C1
HOMO-LUMO gap (Eh): 0.3458

Geometry as XYZ:
```
23
Properties=species:S:1:pos:R:3:mulliken_charge:R:1
C -0.375 2.795 -0.404 -1.634
C 0.130 1.352 -0.120 0.626
C 0.143 0.945 1.295 -0.700
C 0.261 -0.564 1.473 0.322
C 0.358 -1.519 2.481 -0.519
N 0.512 -2.721 1.975 -0.625
N 0.368 -2.618 0.668 -0.738
N 0.290 -1.384 0.318 0.976
N 0.280 -0.911 -0.955 -0.219
C 0.035 -2.005 -1.901 -0.989
C -0.580 0.329 -1.128 -0.881
H 0.319 3.473 -0.751 0.365
H -0.843 3.023 0.469 0.465
H -1.133 2.826 -1.125 0.438
H 1.163 1.279 -0.419 0.317
H -0.723 1.193 1.912 0.318
H 1.013 1.554 1.892 0.254
H 0.565 -1.320 3.584 0.350
H 0.860 -2.700 -1.772 0.298
H -0.874 -2.367 -1.666 0.428
H 0.130 -1.603 -2.874 0.382
H -1.620 0.307 -0.786 0.368
H -0.280 0.635 -2.168 0.400
```

No. 2
C4H10O2 | ωB97M-V/def2-TZVPD

LUMO energy (eV): 0.738
Energy relative to the best compared isomer or geometry (same formula, charge and spin) (kJ/mol): 76.3
Total energy (Eh): -308.86909
Structure (SMILES): CC(CO)CO
HOMO-LUMO gap (Eh): 0.3906

Geometry as XYZ:
```
16
Properties=species:S:1:pos:R:3:mulliken_charge:R:1
C -1.640 -0.629 0.124 -1.563
C -0.364 0.179 -0.104 0.676
C 0.729 -0.667 -0.765 -0.589
O 1.741 0.176 -1.321 -0.552
C 0.131 0.790 1.210 -0.655
O 1.336 1.511 1.095 -0.550
H -2.016 -1.045 -0.817 0.396
H -1.475 -1.463 0.818 0.352
H -2.430 -0.001 0.552 0.385
H -0.581 0.998 -0.803 0.148
H 0.292 -1.315 -1.537 0.401
H 1.217 -1.317 -0.026 0.232
H 1.772 0.060 -2.282 0.317
H -0.635 1.471 1.606 0.299
H 0.245 -0.022 1.951 0.295
H 1.734 1.311 0.235 0.411
```

No. 3
C10H15NO2 | ωB97M-V/def2-TZVPD

LUMO energy (eV): 0.805
Energy relative to the best compared isomer or geometry (same formula, charge and spin) (kJ/mol): 42.3
Total energy (Eh): -595.28957
Structure (SMILES): Cc1ccc(O)cc1.CCC(N)=O
HOMO-LUMO gap (Eh): 0.3276

Geometry as XYZ:
```
28
Properties=species:S:1:pos:R:3:mulliken_charge:R:1
C -0.773 -1.422 -2.341 -1.536
C 0.154 -0.326 -1.869 0.438
C -0.231 0.988 -1.684 -0.468
C 0.611 1.914 -1.069 -0.509
C 1.871 1.556 -0.628 0.857
O 2.646 2.404 0.110 -0.541
C 2.316 0.267 -0.918 -0.636
C 1.453 -0.663 -1.450 -0.459
H -1.788 -1.057 -2.208 0.356
H -0.780 -2.175 -1.554 0.327
H -0.517 -1.802 -3.320 0.432
H -1.216 1.299 -2.004 0.368
H 0.162 2.822 -0.726 0.299
H 2.340 3.308 -0.049 0.307
H 3.348 0.024 -0.709 0.387
H 1.834 -1.633 -1.737 0.357
C 0.421 -1.218 2.252 -0.842
C -0.962 -0.691 2.667 -0.353
C -1.910 -0.782 1.492 0.448
N -3.147 -0.217 1.653 -0.407
O -1.617 -1.268 0.417 -0.557
H 0.363 -2.292 2.070 0.307
H 1.139 -1.120 3.069 0.390
H 0.824 -0.711 1.386 -0.021
H -1.363 -1.401 3.389 0.301
H -0.813 0.319 3.037 0.334
H -3.683 -0.167 0.804 0.240
H -3.588 0.015 2.523 0.182
```

No. 4
C38H30FeN2O2S | ωB97M-V/def2-TZVPD

LUMO energy (alpha / beta) (eV): 3.905 / 3.903
Spin multiplicity: 5
Energy relative to the best compared isomer or geometry (same formula, charge and spin) (kJ/mol): 14.9
Total energy (Eh): -3387.98152
Net charge: -2
HOMO-LUMO gap (alpha / beta) (Eh): 0.1392 / 0.1427

Geometry as XYZ:
```
74
Properties=species:S:1:pos:R:3:lowdin_spin:R:1
Fe 0.233 -0.112 -0.127 3.675
C 3.112 4.915 4.903 0.000
C 2.912 3.817 3.859 0.000
C 3.179 2.453 4.517 0.000
C 3.926 4.031 2.727 0.000
C 1.504 3.834 3.265 0.000
C 0.536 4.785 3.630 0.001
C -0.726 4.807 3.059 0.000
C -1.032 3.844 2.104 0.002
S -2.491 3.572 1.202 0.001
C -1.739 2.177 0.435 -0.001
N -0.538 1.949 0.807 0.041
C -0.089 2.878 1.747 0.003
C 1.175 2.874 2.316 0.001
C -2.418 1.311 -0.551 0.010
C -3.732 1.566 -0.942 -0.001
C -4.351 0.724 -1.847 0.006
C -3.639 -0.373 -2.338 -0.001
C -2.335 -0.609 -1.930 0.012
C -1.653 0.226 -1.019 0.028
H 4.137 4.866 5.277 0.000
H 2.437 4.793 5.757 0.000
H 2.957 5.912 4.479 0.000
H 4.185 2.434 4.945 0.000
H 3.120 1.635 3.793 0.000
H 2.455 2.260 5.315 0.000
H 4.945 4.030 3.121 0.000
H 3.744 4.989 2.227 0.000
H 3.869 3.239 1.980 0.000
H 0.768 5.532 4.376 0.000
H -1.451 5.557 3.352 0.000
H 1.863 2.092 1.997 0.001
H -4.272 2.419 -0.537 0.000
H -5.371 0.908 -2.160 0.000
H -4.117 -1.048 -3.041 0.000
H -1.814 -1.481 -2.315 0.001
O -0.156 -4.337 -0.348 0.007
C -0.091 -3.119 -0.130 0.005
O 0.280 -2.188 -0.886 0.049
C -0.562 -2.675 1.269 0.003
C -0.959 -3.615 2.215 0.001
C -1.401 -3.179 3.449 0.001
C -1.439 -1.818 3.709 0.001
C -1.023 -0.951 2.713 0.003
N -0.595 -1.375 1.528 0.029
H -0.898 -4.658 1.940 0.000
H -1.711 -3.891 4.206 0.000
H -1.771 -1.429 4.663 0.000
H -1.010 0.123 2.868 0.000
C 2.067 0.079 0.635 0.015
C 3.086 0.032 1.324 0.063
C 4.266 -0.055 2.132 0.011
C 5.476 0.558 1.647 0.004
C 6.576 0.943 2.467 0.002
C 7.690 1.587 1.954 0.001
C 7.791 1.903 0.599 0.004
C 6.719 1.554 -0.225 0.000
C 5.603 0.906 0.274 0.004
C 4.128 -0.713 3.413 0.004
C 5.206 -1.248 4.167 0.002
C 5.014 -1.871 5.391 0.001
C 3.741 -2.022 5.938 0.003
C 2.659 -1.546 5.198 0.000
C 2.841 -0.920 3.977 0.003
H 6.522 0.763 3.532 0.000
H 8.491 1.873 2.631 0.000
H 8.666 2.405 0.201 0.000
H 6.759 1.793 -1.284 0.000
H 4.777 0.659 -0.384 0.001
H 6.206 -1.196 3.756 0.000
H 5.875 -2.269 5.920 0.000
H 3.597 -2.506 6.898 0.000
H 1.650 -1.672 5.579 0.000
H 1.982 -0.579 3.409 0.001
```

No. 5
C5H15N2O | ωB97M-V/def2-TZVPD

LUMO energy (alpha / beta) (eV): -6.974 / -11.629
Spin multiplicity: 2
Energy relative to the best compared isomer or geometry (same formula, charge and spin) (kJ/mol): 174.3
Total energy (Eh): -383.54396
Net charge: +2
HOMO-LUMO gap (alpha / beta) (Eh): 0.4069 / 0.2323

Geometry as XYZ:
```
23
Properties=species:S:1:pos:R:3:lowdin_spin:R:1
N -0.180 -3.215 -0.517 0.000
C -0.081 -1.715 -0.853 0.001
C -1.441 -1.228 -1.407 0.001
C 0.320 -0.993 0.426 0.075
N 0.430 0.434 0.181 0.660
C 0.739 1.276 1.306 0.092
C 0.850 2.729 0.805 0.016
O -0.347 3.034 0.153 0.025
H -0.080 -3.817 -1.342 0.000
H 0.622 -3.494 0.055 0.000
H -1.089 -3.439 -0.109 0.000
H 0.602 -1.708 -1.703 0.000
H -1.265 -0.633 -2.297 0.000
H -2.134 -2.051 -1.572 0.000
H -1.976 -0.645 -0.644 0.001
H 1.318 -1.278 0.819 0.021
H -0.295 -1.277 1.289 0.030
H -0.202 0.824 -0.535 0.013
H 1.739 0.955 1.645 0.019
H 0.077 1.303 2.166 0.044
H 1.131 3.336 1.674 0.000
H 1.665 2.859 0.091 0.002
H -0.825 3.757 0.550 0.001
```

No. 6
C20H29BBrIrNO3Si | ωB97M-V/def2-TZVPD

LUMO energy (alpha / beta) (eV): -9.187 / -9.168
Spin multiplicity: 2
Energy relative to the best compared isomer or geometry (same formula, charge and spin) (kJ/mol): 120.9
Total energy (Eh): -4052.08853
Net charge: +2
HOMO-LUMO gap (alpha / beta) (Eh): 0.1686 / 0.1693

Geometry as XYZ:
```
57
Properties=species:S:1:pos:R:3:lowdin_spin:R:1
Ir -0.920 0.473 0.351 0.020
O -3.634 0.783 5.859 0.000
C -3.239 0.794 4.598 0.000
C -4.021 0.353 3.521 0.000
C -3.495 0.414 2.255 0.000
N -2.252 0.884 2.009 0.002
C -1.547 1.293 3.053 0.001
Br 0.180 1.868 2.492 0.001
C -1.946 1.287 4.356 0.000
H -4.539 0.457 5.967 0.000
H -5.021 -0.030 3.671 0.000
H -4.070 0.102 1.395 0.000
H -1.322 1.636 5.164 0.000
O -0.180 -2.377 -0.136 0.001
B -0.612 -1.454 0.777 0.000
O -0.613 -1.890 2.077 0.000
C -0.110 -3.202 1.983 0.000
C 0.147 -4.087 3.001 0.000
C 0.676 -5.316 2.611 0.000
C 0.930 -5.614 1.275 0.000
C 0.675 -4.695 0.258 0.000
C 0.148 -3.493 0.660 0.000
H -0.034 -3.839 4.037 0.000
H 0.905 -6.054 3.366 0.000
H 1.343 -6.580 1.022 0.000
H 0.881 -4.913 -0.780 0.000
C 1.299 -0.862 -2.203 0.038
Si 0.482 0.684 -1.562 0.168
C -0.515 1.535 -2.893 0.032
C -0.976 2.929 -2.449 0.000
C -1.695 0.535 -2.893 0.019
C 0.202 1.603 -4.239 0.001
C 2.507 1.734 -1.047 0.400
C 3.350 1.705 -2.280 0.061
C 2.031 3.093 -0.622 0.072
C 2.961 0.813 0.053 0.060
H 1.890 -0.650 -3.095 0.000
H 0.512 -1.575 -2.453 0.009
H 1.927 -1.349 -1.463 0.000
H -1.410 2.926 -1.441 0.000
H -1.751 3.302 -3.122 0.000
H -0.163 3.651 -2.477 0.000
H -2.170 0.431 -1.889 0.001
H -1.413 -0.456 -3.247 0.000
H -2.479 0.905 -3.560 0.005
H 1.035 2.305 -4.225 0.000
H -0.500 1.970 -4.994 0.001
H 0.551 0.631 -4.586 0.000
H 2.960 2.323 -3.086 0.003
H 3.551 0.700 -2.641 0.004
H 4.320 2.138 -1.992 0.030
H 1.762 3.724 -1.465 0.001
H 2.869 3.579 -0.104 0.031
H 1.202 3.069 0.085 0.007
H 3.327 -0.139 -0.321 0.001
H 2.207 0.626 0.816 0.005
H 3.799 1.318 0.553 0.026
```